# 1
Below is a gas-phase ion, C3H7NOS2 (charge -1), with properties calculated with the ωB97M-V functional and the def2-TZVPD basis.

Geometry as ORCA input:
```
! wB97M-V def2-TZVPD RIJCOSX def2/J DEFGRID3
* xyz -1 2
N 0.4931 -1.5453 0.5190
C -0.2195 -0.8538 -0.4783
C -1.6648 -0.6824 0.2832
O -2.2171 -1.7824 0.5511
C 0.3698 0.6422 -0.4790
S -0.6239 1.0463 1.1816
S 1.0987 2.9721 1.1665
H 1.5309 -1.1480 0.6819
H 0.7309 -2.6737 0.4019
H 0.2557 -1.2476 -1.3309
H -2.3006 -0.0336 -0.3186
H 1.2734 0.2079 -0.9430
H 0.4233 1.5752 -1.0195
H 0.8502 3.5232 -0.2159
*
```

Output
HOMO-LUMO gap (spin up / spin down): 6.75 / 6.56 eV
relative energy (zero: lowest compared OMol25 entry of this formula, charge and spin): 5.467 eV
molar mass: 137.2 g/mol
HOMO level (spin up / spin down): -3.190 / -3.954 eV
expectation value of S²: 0.78

=====

# 2
Below is 2 unconnected molecules or ions with the total composition C5H10N2O, with properties calculated with the ωB97M-V functional and the def2-TZVPD basis.

Geometry as ORCA input:
```
! wB97M-V def2-TZVPD RIJCOSX def2/J DEFGRID3
* xyz 0 1
C 1.0972 1.4094 0.1411
C 0.0918 -1.3731 1.5748
C -0.5308 0.5388 -1.3497
C -0.5168 -0.7026 -0.7991
N -1.3490 -1.7801 -1.1378
N 0.3517 2.5923 0.0983
C 0.4405 -0.7359 0.2622
O -1.1184 1.4182 -1.9059
H -0.8905 -2.5856 -1.5453
H -2.1786 -1.5271 -1.6554
H -0.3444 2.6880 0.8246
H 0.0836 2.9318 -0.8182
H 1.4474 1.1966 1.1448
H 1.8884 1.3499 -0.5997
H 1.4916 -0.7822 0.0066
H 0.3989 -2.4249 1.5962
H 0.6180 -0.8772 2.3962
H -0.9805 -1.3362 1.7664
*
```

Output
HOMO-LUMO gap (spin up / spin down): 7.82 / 7.82 eV
relative energy (zero: lowest compared OMol25 entry of this formula, charge and spin): 4.527 eV
molar mass: 114.1 g/mol
HOMO level (spin up / spin down): -7.040 / -7.041 eV

=====

# 3
Below is C20H18ClN3O4 in the gas phase, with properties calculated with the ωB97M-V functional and the def2-TZVPD basis.

Geometry as ORCA input:
```
! wB97M-V def2-TZVPD RIJCOSX def2/J DEFGRID3
* xyz 0 1
C -4.3503 -2.0516 -1.1026
C -3.1011 -2.8013 -0.7247
O -3.0117 -4.0045 -0.6622
N -2.0206 -2.0054 -0.4414
N -2.0856 -0.6233 -0.5175
C -2.4612 0.1364 0.5501
O -2.8512 -0.3469 1.5896
C -2.4393 1.6091 0.2983
C -3.5708 2.3313 0.6697
C -3.6305 3.7000 0.4913
C -2.5431 4.3702 -0.0448
C -1.3989 3.6739 -0.3913
C -1.3462 2.2986 -0.2227
Cl 0.1320 1.4738 -0.6278
C -0.7698 -2.6029 -0.0118
C -0.5233 -2.5680 1.4962
C 0.8434 -1.9503 1.6607
O 1.4780 -1.8274 2.6695
N 1.2755 -1.5313 0.4009
C 2.4809 -0.8071 0.1916
C 2.8096 0.2446 1.0355
C 3.9734 0.9561 0.8144
C 4.8165 0.6421 -0.2448
C 6.0854 1.4063 -0.4655
C 4.4682 -0.4120 -1.0807
C 3.3123 -1.1390 -0.8684
C 0.4021 -1.8334 -0.6147
O 0.5132 -1.5079 -1.7689
H -4.6954 -1.4716 -0.2491
H -4.1579 -1.3752 -1.9323
H -5.1165 -2.7685 -1.3820
H -1.6693 -0.1957 -1.3376
H -4.4007 1.7937 1.1026
H -4.5182 4.2428 0.7759
H -2.5777 5.4398 -0.1838
H -0.5407 4.1917 -0.7897
H -0.7851 -3.6279 -0.4010
H -0.5547 -3.5506 1.9649
H -1.2634 -1.9422 2.0031
H 2.1612 0.5006 1.8587
H 4.2263 1.7736 1.4737
H 6.9009 0.9340 0.0831
H 6.3527 1.4194 -1.5195
H 5.9902 2.4295 -0.1102
H 5.1110 -0.6708 -1.9092
H 3.0504 -1.9531 -1.5256
*
```

Output
HOMO-LUMO gap: 9.37 eV
relative energy (zero: lowest compared OMol25 entry of this formula, charge and spin): 0.000 eV
molar mass: 399.8 g/mol
HOMO level: -9.005 eV

=====

# 4
Below is 2 unconnected molecules or ions with the total composition C3H5O3S2, with properties calculated with the ωB97M-V functional and the def2-TZVPD basis.

Geometry as ORCA input:
```
! wB97M-V def2-TZVPD RIJCOSX def2/J DEFGRID3
* xyz -1 3
C -1.4474 0.5496 0.7090
C -1.4601 0.4843 -0.7311
C -0.4558 -0.3810 0.0194
O 2.3348 1.0608 1.1656
O 2.7832 -1.2190 -0.1353
O 2.8013 1.0303 -1.1974
S -0.5010 -2.0974 -0.0805
S 2.3363 0.2066 -0.0719
H -1.1260 1.5053 1.1231
H -2.2521 0.0541 1.3681
H -2.3008 -0.1057 -1.1868
H -1.3240 1.2686 -1.4521
H 0.6117 -2.3564 0.4697
*
```

Output
HOMO-LUMO gap (spin up / spin down): 5.80 / 7.45 eV
relative energy (zero: lowest compared OMol25 entry of this formula, charge and spin): 2.542 eV
molar mass: 153.2 g/mol
HOMO level (spin up / spin down): -2.571 / -5.064 eV
expectation value of S²: 2.01

=====

# 5
Below is 2 unconnected molecules or ions with the total composition C3H6N2O, with properties calculated with the ωB97M-V functional and the def2-TZVPD basis.

Geometry as ORCA input:
```
! wB97M-V def2-TZVPD RIJCOSX def2/J DEFGRID3
* xyz 1 2
C -1.1685 -0.7611 -0.0980
C 0.0233 -1.2178 -0.7735
N 0.4910 -0.1647 -1.4158
C -0.4000 0.8842 -1.1716
N -1.3659 0.5242 -0.3566
H -1.8395 -1.3456 0.5237
H 0.4857 -2.1898 -0.7848
H 1.3186 -0.1398 -2.0043
H -0.2910 1.8798 -1.5866
H 0.4397 0.8348 3.1836
H 1.0323 0.7776 1.7760
O 1.2743 0.9181 2.7079
*
```

Output
HOMO-LUMO gap (spin up / spin down): 10.23 / 6.12 eV
relative energy (zero: lowest compared OMol25 entry of this formula, charge and spin): 0.506 eV
molar mass: 86.1 g/mol
HOMO level (spin up / spin down): -14.817 / -14.811 eV
expectation value of S²: 0.76

=====

# 6
Below is a molecular structure, C26H29N2OS, with properties calculated with the ωB97M-V functional and the def2-TZVPD basis.

Geometry as ORCA input:
```
! wB97M-V def2-TZVPD RIJCOSX def2/J DEFGRID3
* xyz 1 1
C -6.4622 -0.8547 1.6091
H -7.0666 -0.8383 0.6952
H -6.8605 -0.3918 2.3832
H -6.1748 -1.9214 1.6803
C -5.2651 -0.1682 1.0723
H -5.6766 0.9529 1.1725
H -4.6902 -0.1766 2.2353
C -4.5955 -0.4704 -0.1628
N -3.1731 -0.2659 -0.1104
C -2.5162 0.8736 0.2672
C -1.2595 1.2329 0.4355
C -0.4186 0.0406 0.1428
C 1.0785 -0.0421 0.3647
C 2.1296 -0.6517 0.3663
N 3.3820 -0.4432 0.5224
C 4.2519 -1.4341 0.4710
C 5.7401 -1.5134 0.5491
C 6.4190 -2.5059 0.2126
C 5.9653 -3.4912 -0.4461
C 4.4601 -3.6142 -0.4320
C 3.6942 -2.5627 -0.2762
S 1.8903 -2.2674 -0.1534
H 4.0048 -4.4238 -0.8973
H 6.4079 -4.3929 -0.4840
H 7.5256 -2.2454 0.0042
H 6.2794 -0.4480 0.8687
C 3.7549 0.6474 1.2719
C 3.7345 2.1543 0.2745
C 4.1296 1.8203 -0.8662
C 4.2107 2.8845 -1.7865
C 3.6491 4.2467 -1.5113
C 3.0998 4.2532 -0.3071
C 3.1882 3.2501 0.7189
H 2.7437 3.1986 1.6775
H 2.6820 5.1564 0.1396
H 3.6590 5.1712 -2.1094
H 4.6051 2.8151 -3.0247
H 4.6372 0.9358 -1.0257
H 4.7360 0.7759 1.6950
H 2.9550 1.1390 2.2130
H 1.3973 1.0598 0.9592
C -1.0824 -1.1733 0.0584
C -2.3982 -1.3885 -0.2859
C -2.9254 -2.7675 -0.8019
H -2.1772 -3.1998 -1.2609
H -3.2447 -3.2419 -0.0601
H -3.4771 -2.5501 -1.6136
H -0.2205 -2.2586 -0.3799
H -0.7637 2.0935 0.5566
C -3.5118 2.2212 0.4934
H -2.7446 3.0691 0.1490
H -4.2313 2.2066 -0.2472
H -3.5124 2.3306 1.3794
H -4.6556 -1.6553 0.0587
C -5.0686 -0.0473 -1.2563
O -5.3456 -0.9318 -2.0742
H -6.2316 -1.5534 -2.1524
H -4.5706 0.7066 -1.8181
H -6.0903 0.6550 -1.1539
*
```

Output
HOMO-LUMO gap: 6.54 eV
relative energy (zero: lowest compared OMol25 entry of this formula, charge and spin): 22.421 eV
molar mass: 417.6 g/mol
HOMO level: -10.157 eV